The following is a quantum chemistry calculation of a single C3H6ClN molecule in a non-equilibrium geometry, from the Open Molecules 2025 dataset.

```
11
Properties=species:S:1:pos:R:3:forces:R:3:lowdin_charge:R:1
C -0.658 0.453 -0.442 0.4 -0.8 2.1 -0.743
C 0.120 0.626 0.911 -0.4 -0.9 -1.2 -0.221
C 0.205 -0.771 -0.760 0.1 -0.3 0.5 -0.204
H -1.618 0.076 -0.164 -1.1 0.4 -0.5 0.092
H -0.413 0.644 1.851 -0.5 0.1 0.1 0.106
H 0.752 1.467 0.801 0.9 1.0 0.4 0.071
H 0.936 -1.363 1.255 -0.3 -0.1 -0.1 0.097
H 0.878 -0.657 -1.623 0.2 0.1 0.5 0.098
H -0.400 -1.674 -0.958 0.3 0.2 0.3 0.106
N 0.794 -0.615 0.602 0.9 -0.7 -1.1 -0.060
Cl -0.597 1.814 -1.475 -0.4 0.8 -0.9 0.657
```
Positions in Å, forces in eV/Å.

Its total energy is -632.8017 hartree. As for the energy relative to the best compared isomer or geometry (same formula, charge and spin): 15.72 kcal/mol. The spin multiplicity is 1. For the largest force on an atom, the calculation gives 2.24 eV Å⁻¹. Its HOMO-LUMO gap is 0.3549 Ha. The HOMO energy comes out at -8.58 eV.

The following is a quantum chemistry calculation of 2 unconnected molecules or ions with the total composition C3H6ClN in a non-equilibrium geometry, from the Open Molecules 2025 dataset.

```
11
Properties=species:S:1:pos:R:3:forces:R:3:lowdin_charge:R:1
C -0.861 1.061 0.027 1.2 -2.2 1.0 -0.150
C 0.151 0.898 -1.102 0.4 2.0 -1.1 -0.165
C 0.488 0.310 0.179 -2.9 -1.8 0.7 -0.681
N -0.026 -2.386 0.249 0.1 2.2 0.2 0.007
Cl 1.545 0.362 1.473 0.7 0.4 -0.2 0.688
H -0.872 2.009 0.500 0.1 0.9 0.4 0.075
H -1.761 0.476 0.267 0.5 0.1 -0.9 0.108
H -0.125 0.238 -1.956 0.7 0.7 0.7 0.121
H 0.651 1.959 -1.287 -0.8 -2.6 -0.2 0.156
H -0.123 -2.276 1.255 -1.2 0.5 0.6 -0.076
H 0.934 -2.651 0.395 1.4 -0.2 -1.1 -0.082
```
Positions in Å, forces in eV/Å.

Its total energy is -632.6273 hartree. As for the energy relative to the best compared isomer or geometry (same formula, charge and spin): 125.15 kcal/mol. The spin multiplicity is 1. For the largest force on an atom, the calculation gives 3.47 eV Å⁻¹. Its HOMO-LUMO gap (spin up / spin down) is 0.2506 / 0.2507 Ha. The HOMO energy (spin up / spin down) comes out at -8.14 / -8.15 eV.

The following is a quantum chemistry calculation of a gas-phase ion, C3H6ClN2 (charge +1) in a non-equilibrium geometry, from the Open Molecules 2025 dataset.

```
12
Properties=species:S:1:pos:R:3:forces:R:3:lowdin_charge:R:1
C 0.525 0.202 0.200 -2.7 0.2 -1.0 -0.274
C -0.331 -1.075 0.346 2.1 1.8 -2.2 0.093
C 1.825 0.597 -0.027 -1.6 0.6 1.0 -0.538
N -0.443 1.263 -0.030 0.8 -3.1 -0.9 0.063
N -1.479 -1.121 -0.301 1.5 -1.7 2.0 0.215
Cl 3.234 -0.292 0.043 0.2 -0.3 0.0 0.755
H 0.082 -1.946 0.848 -0.6 0.0 0.3 0.153
H 1.916 1.730 -0.175 0.2 -1.9 0.0 0.125
H -0.029 2.098 0.203 0.0 2.5 0.6 0.057
H -2.103 -1.894 -0.251 0.0 -1.3 0.8 0.144
H -1.390 1.043 0.203 0.0 0.8 0.6 0.078
H -1.808 -0.604 -1.059 0.2 2.3 -1.2 0.129
```
Positions in Å, forces in eV/Å.

Its total energy is -687.2805 hartree. As for the energy relative to the best compared isomer or geometry (same formula, charge and spin): 50.10 kcal/mol. The spin multiplicity is 1. For the largest force on an atom, the calculation gives 3.54 eV Å⁻¹. Its HOMO-LUMO gap (spin up / spin down) is 0.2492 / 0.2493 Ha. Its charge is +1. The HOMO energy (spin up / spin down) comes out at -12.92 / -12.92 eV.

The following is a quantum chemistry calculation of a gas-phase ion, C3H6ClN2S (charge +1) in a non-equilibrium geometry, from the Open Molecules 2025 dataset.

```
13
Properties=species:S:1:pos:R:3:forces:R:3:lowdin_charge:R:1
C 0.596 0.205 -0.065 -0.4 0.6 3.5 -0.499
C -2.873 0.562 -0.009 0.5 0.2 0.0 -1.035
C 1.516 -0.803 0.541 0.7 -0.6 2.4 -0.006
N 0.112 -0.122 -1.235 -0.2 0.7 -2.1 0.172
N 0.044 1.209 0.609 -0.1 0.4 0.1 -0.111
S -1.921 1.730 0.299 -0.9 -1.4 -0.4 1.008
Cl -3.250 -1.017 -0.332 0.3 1.1 0.3 0.745
H 1.007 -1.213 1.546 1.2 0.9 -2.3 0.149
H 2.551 -0.401 0.828 -1.6 -0.4 -0.4 0.123
H 1.635 -1.645 -0.160 0.1 0.3 0.5 0.084
H 0.698 -0.662 -1.841 0.2 -0.7 0.0 0.130
H -0.329 0.607 -1.774 -0.4 0.1 0.1 0.121
H 0.216 1.550 1.591 0.7 -1.4 -1.5 0.120
```
Positions in Å, forces in eV/Å.

Its total energy is -1085.4605 hartree. As for the energy relative to the best compared isomer or geometry (same formula, charge and spin): 62.65 kcal/mol. The spin multiplicity is 1. For the largest force on an atom, the calculation gives 3.60 eV Å⁻¹. Its HOMO-LUMO gap is 0.3193 Ha. Its charge is +1. The HOMO energy comes out at -13.54 eV.

The following is a quantum chemistry calculation of 2 unconnected molecules or ions with the total composition C3H6ClN4 in a non-equilibrium geometry, from the Open Molecules 2025 dataset.

```
14
Properties=species:S:1:pos:R:3:forces:R:3:mulliken_spin:R:1
C 0.500 0.190 -1.628 2.5 0.8 0.4 -0.057
C -1.048 -0.469 0.041 0.9 0.9 1.6 0.069
C -0.834 -0.223 -1.319 0.0 0.6 -2.1 0.463
N 1.473 0.375 -0.704 -1.1 0.2 -5.6 0.357
N 0.004 -0.338 0.827 -1.8 -1.6 4.3 0.417
N -2.182 -0.617 0.729 -0.5 -1.5 -1.5 0.404
N 1.118 0.185 0.537 0.7 0.6 0.9 0.358
Cl 3.587 0.570 3.097 -0.9 1.4 0.1 0.000
H 0.873 0.438 -2.669 -0.9 -0.5 1.4 0.003
H 4.218 -0.477 2.915 0.9 -1.4 -0.2 0.000
H -1.607 -0.132 -2.061 -0.2 -0.1 -0.1 0.015
H -2.992 -0.933 0.146 0.5 0.6 1.2 -0.005
H -2.118 -0.830 1.746 -0.1 0.4 -1.0 -0.006
H 1.883 0.243 1.191 -0.1 -0.3 0.7 -0.019
```
Positions in Å, forces in eV/Å.

Its total energy is -796.7176 hartree. As for the energy relative to the best compared isomer or geometry (same formula, charge and spin): 0.00 kcal/mol. The spin multiplicity is 3. For the largest force on an atom, the calculation gives 5.75 eV Å⁻¹. Its HOMO-LUMO gap (spin up / spin down) is 0.2870 / 0.2410 Ha. Its charge is +1. The HOMO energy (spin up / spin down) comes out at -11.93 / -14.94 eV.

The following is a quantum chemistry calculation of 2 unconnected molecules or ions with the total composition C3H6ClNO2 in a non-equilibrium geometry, from the Open Molecules 2025 dataset.

```
13
Properties=species:S:1:pos:R:3:forces:R:3:lowdin_charge:R:1
C 0.871 -0.891 0.618 -1.8 0.5 2.2 -0.228
C 1.502 0.339 0.828 3.1 0.7 -0.7 -0.376
C -2.224 0.081 -0.605 1.1 3.1 1.5 -0.387
N -1.884 1.143 0.012 2.5 -3.3 0.4 0.121
O 1.324 -1.688 -0.211 1.1 -1.4 -2.0 0.113
O -1.545 -0.995 -0.560 1.9 -2.6 -0.5 0.054
Cl 2.937 0.833 -0.428 -0.4 -0.7 -0.2 0.407
H 0.961 1.220 0.711 -1.4 1.1 0.5 0.038
H 2.204 0.279 1.651 -0.7 0.1 0.8 0.082
H -2.967 -0.030 -1.300 -2.6 0.0 -1.4 0.101
H -2.532 1.827 0.067 -2.6 2.8 -0.5 -0.013
H 2.026 -1.209 -0.697 1.0 -0.2 -0.7 0.061
H -0.672 -0.908 -0.085 -1.3 0.0 0.6 0.028
```
Positions in Å, forces in eV/Å.

Its total energy is -783.2043 hartree. As for the energy relative to the best compared isomer or geometry (same formula, charge and spin): 93.31 kcal/mol. The spin multiplicity is 1. For the largest force on an atom, the calculation gives 4.16 eV Å⁻¹. Its HOMO-LUMO gap is 0.3429 Ha. The HOMO energy comes out at -9.49 eV.

The following is a quantum chemistry calculation of 2 unconnected molecules or ions with the total composition C3H6ClNO3S in a non-equilibrium geometry, from the Open Molecules 2025 dataset.

```
15
Properties=species:S:1:pos:R:3:forces:R:3:lowdin_charge:R:1
C -0.649 -0.053 -1.822 -0.6 -0.6 0.4 -0.959
C 1.175 -0.492 1.316 0.3 -2.1 2.0 -0.198
C -0.475 1.863 -0.477 0.1 0.9 1.4 -0.066
N -0.203 -0.528 1.071 -3.7 -2.1 -0.2 -0.372
O -1.648 -0.527 -1.342 0.9 1.1 -1.0 -0.045
O -0.428 -3.064 1.272 0.5 -1.3 0.2 -0.476
O -0.066 1.120 -1.625 0.0 -0.7 -0.2 -0.135
S -1.076 -1.827 0.957 1.5 3.4 0.6 0.963
Cl 0.358 -0.968 -2.909 0.0 -0.2 -0.3 0.742
H 1.433 -0.262 2.360 -0.3 0.6 -0.3 0.104
H 1.558 -1.491 1.229 0.7 -0.6 -0.4 0.063
H 1.612 0.139 0.623 1.3 1.4 -1.1 0.046
H -1.529 1.475 -0.183 2.0 1.1 -0.2 0.118
H -0.411 2.963 -0.822 -0.4 -1.8 0.8 0.117
H 0.349 1.653 0.352 -2.2 0.8 -1.7 0.100
```
Positions in Å, forces in eV/Å.

Its total energy is -1256.7022 hartree. As for the energy relative to the best compared isomer or geometry (same formula, charge and spin): 37.34 kcal/mol. The spin multiplicity is 1. For the largest force on an atom, the calculation gives 4.24 eV Å⁻¹. Its HOMO-LUMO gap is 0.3636 Ha. The HOMO energy comes out at -10.27 eV.

The following is a quantum chemistry calculation of a single C3H6ClNS molecule in a non-equilibrium geometry, from the Open Molecules 2025 dataset.

```
12
Properties=species:S:1:pos:R:3:forces:R:3:lowdin_charge:R:1
C -0.147 -1.869 -0.142 0.0 -0.7 -0.1 -0.101
C -0.555 0.549 0.119 0.4 0.0 -0.5 -0.971
C 0.277 1.789 0.278 -1.5 1.5 -0.8 -0.557
H 0.774 -2.428 0.022 -0.2 -0.4 -0.1 0.087
H -0.873 -2.161 0.619 -0.1 -0.1 -0.2 0.084
H -0.535 -2.080 -1.157 0.1 0.2 0.5 0.098
H 1.226 -0.275 -0.040 -0.7 -0.5 0.1 0.112
H -0.445 2.637 0.225 0.9 -0.5 0.2 0.067
H 0.818 1.785 1.211 0.4 0.1 0.1 0.076
N 0.231 -0.514 0.063 1.2 0.5 -0.1 -0.116
S -2.175 0.597 -0.060 -0.4 -0.2 0.2 0.673
Cl 1.404 1.970 -1.138 -0.1 0.0 0.6 0.548
```
Positions in Å, forces in eV/Å.

Its total energy is -1031.0388 hartree. As for the energy relative to the best compared isomer or geometry (same formula, charge and spin): 8.54 kcal/mol. The spin multiplicity is 1. For the largest force on an atom, the calculation gives 2.23 eV Å⁻¹. Its HOMO-LUMO gap is 0.3331 Ha. The HOMO energy comes out at -8.60 eV.

The following is a quantum chemistry calculation of 2 unconnected molecules or ions with the total composition C3H6ClNSi in a non-equilibrium geometry, from the Open Molecules 2025 dataset.

```
12
Properties=species:S:1:pos:R:3:forces:R:3:lowdin_charge:R:1
C 1.585 1.555 -1.517 -1.8 -2.6 2.5 -0.332
C -0.792 -1.278 -0.946 0.6 0.3 0.3 -0.215
C -0.406 0.732 1.592 0.4 -0.2 -0.7 -0.217
N 2.078 2.278 -2.255 0.6 0.8 -0.8 -0.113
Si 0.353 -0.303 0.205 0.0 1.4 -1.2 0.330
Cl 1.937 -1.381 0.834 0.0 0.1 -0.1 0.356
H -1.779 -1.403 -0.508 -0.1 0.1 0.2 0.032
H -0.917 -0.772 -1.898 0.1 0.2 -0.1 0.032
H -0.383 -2.266 -1.146 0.1 0.0 0.1 0.028
H 0.144 1.657 1.729 0.2 0.1 -0.1 0.033
H -1.439 0.987 1.373 -0.1 0.0 -0.2 0.033
H -0.382 0.195 2.537 0.1 -0.3 0.0 0.032
```
Positions in Å, forces in eV/Å.

Its total energy is -922.3346 hartree. As for the energy relative to the best compared isomer or geometry (same formula, charge and spin): 44.66 kcal/mol. The spin multiplicity is 1. For the largest force on an atom, the calculation gives 4.06 eV Å⁻¹. Its HOMO-LUMO gap is 0.3557 Ha. The HOMO energy comes out at -10.34 eV.